# 1
Density functional theory data (wB97M-V/def2-TZVPD) for C41H54ClIrNO4PSi as an isolated structure.

Output
**Energy relative to the best compared isomer or geometry (same formula, charge and spin)**: 5.6 kcal/mol
**HOMO level**: -7.03 eV

Geometry (Å):
Ir 0.03 0.17 -0.21
Cl -0.46 -7.06 0.65
C -0.38 -5.40 0.17
C -0.81 -5.02 -1.11
C -0.75 -3.72 -1.51
C -0.26 -2.70 -0.66
O -0.24 -1.50 -1.17
C 0.18 -3.09 0.63
C 0.77 -2.18 1.56
O 0.91 -0.97 1.41
C 0.12 -4.45 1.02
H -1.20 -5.78 -1.78
H -1.10 -3.42 -2.49
H 1.13 -2.62 2.51
H 0.46 -4.73 2.01
C -0.90 1.71 -1.22
Si 0.17 2.42 -2.52
C 1.45 1.06 -2.74
N 1.87 0.44 -1.44
C 2.55 -0.84 -1.83
C 3.24 -1.55 -0.68
C 4.25 -0.64 0.01
C 3.55 0.66 0.40
C 2.91 1.30 -0.82
C -0.62 2.69 -4.20
C -1.16 1.60 -4.89
C -1.76 1.75 -6.12
C -1.83 3.01 -6.71
C -1.30 4.10 -6.04
C -0.69 3.94 -4.80
C 0.96 4.06 -2.03
C 2.23 4.45 -2.47
C 2.73 5.71 -2.21
C 1.97 6.63 -1.51
C 0.71 6.28 -1.06
C 0.21 5.00 -1.32
H -1.89 1.45 -1.58
H -1.06 2.38 -0.36
H 2.34 1.34 -3.32
H 0.95 0.27 -3.31
H 3.29 -0.58 -2.59
H 1.80 -1.48 -2.29
H 3.72 -2.45 -1.08
H 2.50 -1.89 0.04
H 5.08 -0.42 -0.67
H 4.68 -1.13 0.88
H 4.26 1.37 0.83
H 2.78 0.47 1.14
H 3.69 1.48 -1.59
H 2.45 2.26 -0.58
H -1.11 0.60 -4.45
H -2.18 0.89 -6.63
H -2.31 3.14 -7.67
H -1.35 5.09 -6.49
H -0.28 4.81 -4.30
H 2.84 3.75 -3.04
H 3.72 5.99 -2.57
H 2.36 7.63 -1.31
H 0.10 6.99 -0.51
H -0.78 4.74 -0.97
C 0.14 4.50 2.44
P 1.39 3.24 2.07
C 2.02 2.67 3.65
C 2.74 4.18 1.32
O 0.92 2.12 1.21
H 0.61 5.32 2.98
H -0.65 4.08 3.05
H -0.27 4.87 1.51
H 2.36 3.50 4.27
H 2.84 1.98 3.47
H 1.23 2.13 4.17
H 3.04 5.00 1.98
H 2.40 4.59 0.37
H 3.59 3.52 1.15
C -1.16 1.06 3.47
C -2.49 0.33 3.32
C -2.31 -1.18 3.48
C -3.27 0.69 2.07
C -4.43 1.42 2.23
C -5.34 1.59 1.20
C -5.11 0.91 0.02
C -3.94 0.18 -0.21
C -3.98 -0.75 -1.43
C -2.99 -0.55 -2.58
C -3.94 -2.20 -0.93
C -2.92 0.18 0.79
O -1.76 -0.45 0.64
H -0.70 0.82 4.43
H -1.33 2.14 3.42
H -0.47 0.79 2.67
H -3.12 0.66 4.15
H -1.69 -1.58 2.69
H -3.28 -1.68 3.43
H -1.86 -1.41 4.45
H -4.66 1.83 3.21
H -6.25 2.16 1.34
H -5.86 0.92 -0.76
H -4.96 -0.58 -1.88
H -1.98 -0.86 -2.31
H -2.97 0.48 -2.91
H -3.32 -1.16 -3.43
H -2.98 -2.40 -0.45
H -4.07 -2.90 -1.75
H -4.73 -2.38 -0.20

# 2
Density functional theory data (wB97M-V/def2-TZVPD) for one molecule with the formula C16H19FN2O2.

Output
**Energy relative to the best compared isomer or geometry (same formula, charge and spin)**: 0.0 kcal/mol
**HOMO level**: -9.17 eV

Geometry (Å):
O -1.81 -1.81 -1.34
C -0.90 -1.34 -0.72
N 0.38 -1.14 -1.12
H 0.66 -1.28 -2.08
C 1.20 -0.47 -0.14
C 0.24 -0.41 1.05
O 0.47 -0.01 2.16
N -0.95 -0.91 0.61
C -2.16 -0.93 1.40
C -3.32 -0.29 0.68
C -3.18 0.92 0.00
C -4.22 1.52 -0.67
C -5.46 0.90 -0.67
C -5.63 -0.30 0.00
C -4.57 -0.89 0.66
H -4.71 -1.83 1.17
H -6.60 -0.79 -0.01
H -6.29 1.35 -1.20
H -4.06 2.45 -1.19
F -1.97 1.54 -0.01
H -2.42 -1.96 1.66
H -1.93 -0.38 2.32
C 2.42 -1.31 0.25
C 3.70 -1.05 -0.55
C 4.54 0.09 0.03
C 3.98 1.49 -0.23
C 2.54 1.69 0.26
H 2.44 1.38 1.30
C 1.51 0.97 -0.60
H 1.86 0.93 -1.64
H 0.57 1.52 -0.59
H 2.33 2.76 0.22
H 4.62 2.21 0.27
H 4.02 1.69 -1.30
H 4.63 -0.06 1.11
H 5.54 0.04 -0.40
H 3.46 -0.85 -1.59
H 4.31 -1.96 -0.52
H 2.63 -1.14 1.31
H 2.13 -2.36 0.14

# 3
Density functional theory data (wB97M-V/def2-TZVPD) for one molecule with the formula C19H27FN4O4S.

Output
**Energy relative to the best compared isomer or geometry (same formula, charge and spin)**: 6.3 kcal/mol
**HOMO level**: -8.98 eV

Geometry (Å):
C 0.18 -1.91 -2.85
N -0.64 -0.78 -2.43
C -2.00 -0.89 -2.65
O -2.45 -1.22 -3.73
C -2.95 -0.46 -1.59
C -2.87 -0.57 -0.18
C -4.05 -0.08 0.32
S -4.48 0.06 1.99
N -5.71 -1.03 2.17
O -3.33 -0.37 2.72
O -5.08 1.34 2.24
N -4.85 0.32 -0.73
C -6.18 0.90 -0.63
C -4.19 0.08 -1.88
C -0.07 0.11 -1.40
C 0.49 -0.66 -0.19
C 0.44 0.09 1.15
C 0.84 1.56 1.05
N 1.92 1.81 0.09
C 3.18 1.30 0.19
O 3.91 1.20 -0.78
C 3.69 0.83 1.51
F 3.08 1.28 2.64
C 4.72 0.01 1.63
C 5.39 -0.60 2.84
C 6.36 -1.34 1.87
C 5.65 -0.67 0.66
C 1.48 2.17 -1.25
C 1.00 0.98 -2.08
H 0.36 -2.60 -2.02
H -0.34 -2.43 -3.65
H 1.14 -1.57 -3.23
H -2.07 -0.96 0.42
H -5.38 -1.95 2.40
H -6.39 -0.68 2.83
H -6.55 1.07 -1.63
H -6.85 0.21 -0.11
H -6.14 1.84 -0.09
H -4.62 0.30 -2.84
H -0.88 0.76 -1.08
H -0.05 -1.60 -0.07
H 1.53 -0.94 -0.41
H -0.56 0.05 1.58
H 1.10 -0.42 1.86
H -0.01 2.15 0.69
H 1.09 1.95 2.03
H 5.86 0.12 3.51
H 4.74 -1.24 3.43
H 7.41 -1.06 1.98
H 6.28 -2.42 1.89
H 5.15 -1.34 -0.04
H 6.25 0.03 0.07
H 0.67 2.90 -1.14
H 2.30 2.65 -1.77
H 1.87 0.36 -2.32
H 0.60 1.35 -3.02

Calculated values (Eh/bohr) of max |F| for the records, taken in order: 0.0259, 0.0076, 0.0211.
Calculated values (eV) of LUMO for the records, taken in order: -0.06, 0.86, 0.44.
Calculated values (eV) of total energy for the records, taken in order: -85603.89546, -26695.01011, -47843.28225.